Record 1
C35H36Cl2NO10PS2Ti as an isolated structure, computed with the ωB97M-V functional and the def2-TZVPD basis.

Each line ends with the Mulliken charge.
CARTESIAN COORDINATES (ANGSTROEM)
Ti: -0.42044 -0.56073 -0.83766  0.9351
C: 4.21789 2.42822 2.30698  -1.9190
C: 2.84761 2.01510 1.77948  2.1123
C: 2.42709 2.86795 0.59864  -1.2442
C: 1.80878 2.05537 2.90598  -0.3334
C: 1.58821 3.46637 3.49087  -0.8948
O: 0.14932 3.61650 3.53001  -0.4657
C: -0.35444 2.50577 2.93040  0.4832
N: 0.45325 1.62527 2.51044  -0.0129
C: -1.82822 2.41209 3.00727  -0.0031
C: -2.45584 3.41422 3.74066  -0.7999
C: -3.79755 3.32826 4.08574  -0.7873
C: -4.51009 2.19620 3.71189  -1.0379
C: -3.88328 1.21746 2.95209  -0.6191
C: -2.55463 1.31843 2.56285  0.8329
P: -1.92376 -0.08120 1.52492  1.5914
C: -1.50059 -1.28210 2.82509  0.3673
C: -2.42751 -1.80791 3.72266  -0.4873
C: -2.02431 -2.70311 4.70022  -0.9037
C: -0.68676 -3.06443 4.80350  -0.7544
C: 0.24704 -2.51682 3.93663  -1.0786
C: -0.15754 -1.62953 2.95003  0.1380
C: -3.53574 -0.58079 0.81027  0.7063
C: -4.20710 -1.77182 1.04306  -0.0117
C: -5.42303 -2.02069 0.41685  -0.9473
C: -5.97156 -1.08804 -0.44904  -0.6824
C: -5.29098 0.09696 -0.70381  -0.7528
C: -4.08105 0.34441 -0.08004  -0.5804
H: 4.98182 2.27500 1.54388  0.4643
H: 4.50144 1.84542 3.18651  0.4363
H: 4.23637 3.48683 2.58118  0.3560
H: 2.91872 0.97252 1.45285  -1.1129
H: 2.51581 3.93616 0.81850  0.4360
H: 1.39711 2.65143 0.33894  -0.0240
H: 3.04931 2.65337 -0.27390  0.4427
H: 2.13372 1.36126 3.68758  0.6832
H: 1.99414 4.25579 2.85646  0.3789
H: 1.97433 3.58811 4.50109  0.2335
H: -1.86714 4.25982 4.06315  0.5477
H: -4.26694 4.11852 4.65695  0.4137
H: -5.54843 2.07322 3.99298  0.4639
H: -4.47005 0.36215 2.63779  0.4194
H: -3.46732 -1.50689 3.68024  0.4025
H: -2.75412 -3.11334 5.38612  0.4547
H: -0.37431 -3.76836 5.56406  0.4083
H: 1.29325 -2.77894 4.02851  0.4989
H: 0.56698 -1.19333 2.27435  0.3261
H: -3.76932 -2.53757 1.67025  0.4228
H: -5.93512 -2.95583 0.60367  0.4280
H: -6.91796 -1.28697 -0.93460  0.3708
H: -5.69957 0.82288 -1.39488  0.4466
H: -3.55225 1.26764 -0.28813  0.2115
O: 0.55566 -1.50601 -4.78874  -0.7055
S: -0.30957 -1.66215 -3.66556  1.8170
O: -1.59131 -1.02309 -3.71494  -0.7102
O: 0.42267 -1.28703 -2.36541  -0.8055
C: -0.56328 -3.40462 -3.38959  -0.4559
C: -0.36580 -4.21634 -4.49246  -0.6291
C: -0.58680 -5.58472 -4.40502  -0.6246
C: -1.00104 -6.14739 -3.21460  -0.6974
C: -1.19842 -5.34663 -2.09834  -0.6818
C: -0.97734 -3.98001 -2.17375  0.0005
S: -1.27437 -3.09578 -0.66029  1.4834
O: -1.91676 -1.79216 -1.08524  -0.4433
O: -2.08538 -3.91789 0.17204  -0.6281
O: -0.00207 -2.64085 -0.07911  -0.6827
H: -0.02767 -3.76159 -5.41293  0.5550
H: -0.43081 -6.20818 -5.27538  0.4113
H: -1.17705 -7.21247 -3.14609  0.4062
H: -1.52953 -5.77099 -1.16172  0.5868
Cl: 4.59099 -1.29568 0.67165  -0.1964
C: 3.00287 -1.74447 0.01208  1.0395
Cl: 3.15542 -2.95348 -1.26761  -0.1703
C: 2.31907 -0.48675 -0.52634  -0.2179
O: 2.81455 0.19744 -1.37049  -0.5414
O: 1.14852 -0.23491 0.07139  0.9231
H: 2.42213 -2.18427 0.81473  -0.1688
C: -1.37299 2.16313 -3.41874  -1.5638
C: -0.81370 2.26371 -2.01889  0.6726
C: -1.55939 3.25692 -1.14639  -1.2489
O: -0.88036 0.97340 -1.38999  -0.0080
H: -1.30123 3.14220 -3.89557  0.4603
H: -2.41849 1.85262 -3.39162  0.2710
H: -0.82533 1.43905 -4.01848  0.3573
H: 0.24260 2.52280 -2.06241  0.2863
H: -2.63781 3.16022 -1.28570  0.3650
H: -1.26769 4.27445 -1.40887  0.4518
H: -1.32898 3.09666 -0.09250  0.1330

Results
**Energy**: -5070.2512 Eh
**Gap between HOMO and LUMO**: 8.50 eV
**Total charge**: 0
**HOMO energy**: -8.96 eV
**ΔE to the lowest compared entry with this formula, charge and spin**: 141.1 kJ/mol


Record 2
C35H36F6N7O9PS2Y as an isolated structure, computed with the ωB97M-V functional and the def2-TZVPD basis.

Each line ends with the Mulliken charge.
CARTESIAN COORDINATES (ANGSTROEM)
Y: 0.23166 0.70216 -0.66587  -0.3026
O: 2.38683 -2.30639 -3.08952  -0.8238
C: 1.71709 -1.36067 -2.70667  -0.1530
O: 1.44118 -1.03957 -1.49577  1.4794
C: 1.06599 -0.42505 -3.71038  0.2444
C: 1.17278 -0.54123 -5.08681  -1.2305
C: 0.45026 0.34397 -5.87364  -0.4714
C: -0.37303 1.28690 -5.27451  -0.6927
C: -0.42813 1.31837 -3.88801  0.1903
N: 0.30032 0.49638 -3.14574  1.5096
C: -1.35269 2.22210 -3.07984  -0.0381
O: -1.97420 3.10427 -3.65445  -0.8049
O: -1.36666 1.93166 -1.83271  -0.4531
H: 1.80057 -1.31704 -5.50004  0.5864
H: 0.51166 0.29025 -6.95376  0.4201
H: -0.97792 1.98727 -5.83232  0.5791
F: 5.87583 2.60165 -0.67388  -0.2134
C: 4.64552 3.05737 -0.87382  0.4740
F: 4.22122 3.66068 0.23179  -0.1924
F: 4.68370 3.95920 -1.85316  -0.2343
S: 3.51121 1.65313 -1.35453  1.0478
O: 2.24545 1.99939 -0.71427  -0.7274
O: 3.55603 1.61463 -2.77576  -0.6924
N: 4.08648 0.36577 -0.69758  -0.4297
S: 3.72397 0.02114 0.80954  0.8857
O: 2.33261 -0.32058 1.01782  -0.3536
O: 4.33466 0.89591 1.76374  -0.7270
C: 4.61643 -1.59105 0.91898  0.4304
F: 4.37838 -2.10625 2.12984  -0.2246
F: 5.92892 -1.41640 0.79224  -0.2328
F: 4.19934 -2.44429 0.00122  -0.1622
C: 0.95978 -0.94848 4.55219  -1.1684
C: -0.10712 -0.10790 3.88214  0.1084
O: 0.43968 0.73655 2.87967  -0.1800
H: 0.52596 -1.55849 5.34819  0.4158
H: 1.74163 -0.32195 4.98387  0.3305
H: 1.41941 -1.63012 3.83250  0.0908
H: -0.60856 0.54413 4.60186  0.4223
H: -0.87442 -0.75154 3.43387  -0.0248
H: 1.11744 0.21640 2.42402  -0.1086
C: -1.45934 3.09474 1.11094  -0.8007
N: -1.83173 4.35145 1.75584  0.0554
C: -0.82217 4.66538 2.76604  -0.6615
N: 0.51650 4.80038 2.19228  0.1384
C: 0.86068 3.54098 1.53724  -0.4305
N: -0.11808 3.17501 0.48404  2.5845
C: -0.14624 4.28078 -0.50231  -1.1417
N: -0.49394 5.55547 0.12212  0.0473
C: -1.81135 5.40761 0.74276  -0.6778
C: 0.47549 5.84765 1.17438  -0.7457
H: -2.17835 2.85202 0.32671  0.0825
H: -1.43929 2.28926 1.84811  -0.0262
H: -0.80566 3.86616 3.51007  0.3380
H: -1.09233 5.60379 3.25898  0.3272
H: 0.89041 2.74183 2.27566  -0.2178
H: 1.84100 3.63755 1.07062  0.0743
H: -0.87941 4.04285 -1.27013  0.3363
H: 0.84595 4.35691 -0.95536  -0.0033
H: -2.54072 5.16662 -0.03326  0.3694
H: -2.08939 6.35491 1.21384  0.3447
H: 0.20703 6.79675 1.64819  0.3787
H: 1.46853 5.94412 0.72815  0.3364
N: -1.25690 -0.50453 0.30507  -0.1096
P: -1.46280 -2.02538 0.17799  1.3337
C: -3.09993 -2.62074 0.73019  0.1259
C: -3.45502 -3.96755 0.69346  -0.4377
C: -4.71351 -4.37186 1.10333  -0.7010
C: -5.63242 -3.42780 1.55227  -0.4921
C: -5.28455 -2.08843 1.58688  -0.6329
C: -4.01922 -1.68660 1.17609  -0.4239
C: -1.43049 -2.64314 -1.54438  0.7458
C: -1.93636 -1.77270 -2.50509  -0.9259
C: -1.97648 -2.13752 -3.84115  -0.6015
C: -1.50820 -3.38235 -4.23572  -0.6505
C: -1.01001 -4.26099 -3.28568  -0.7607
C: -0.97764 -3.89604 -1.94790  -0.1756
C: -0.31687 -3.07828 1.13702  0.5162
C: 0.93258 -3.42995 0.62618  0.1845
C: 1.83017 -4.14701 1.40567  -0.8929
C: 1.50054 -4.50345 2.70447  -0.8283
C: 0.27174 -4.13306 3.23002  -0.7570
C: -0.62998 -3.42738 2.44876  -0.7071
H: -2.74382 -4.70789 0.34622  0.3572
H: -4.97986 -5.42090 1.07258  0.4047
H: -6.61874 -3.74134 1.87118  0.3713
H: -5.99641 -1.34941 1.93274  0.4166
H: -3.72943 -0.64212 1.19666  0.3977
H: -2.28347 -0.78878 -2.20322  0.3740
H: -2.36026 -1.43753 -4.57334  0.4553
H: -1.52008 -3.66245 -5.28151  0.3764
H: -0.62569 -5.22749 -3.58529  0.3908
H: -0.56974 -4.59177 -1.22541  0.3816
H: 1.22668 -3.10577 -0.36533  0.2418
H: 2.79393 -4.41132 0.99271  0.5706
H: 2.20452 -5.06023 3.31105  0.3577
H: 0.01126 -4.39103 4.24908  0.4481
H: -1.59042 -3.15172 2.86909  0.3656

Results
**Energy**: -4191.3984 Eh
**Gap between HOMO and LUMO**: 8.38 eV
**Total charge**: -1
**HOMO energy**: -5.88 eV


Question: Look up the energy of the first one.
Answer: -5070.2512 Eh


Question: Among the records above, which one has the lowest energy?
Answer: C35H36Cl2NO10PS2Ti


Question: Which of these has the highest total charge?
Answer: C35H36Cl2NO10PS2Ti